Entry 1:
{
  "formula": "C3H7CdFO2",
  "method": "the ωB97M-V functional and the def2-TZVPD basis",
  "multiplicity": 2,
  "energy_ha": -536.1322,
  "homo_lumo_gap_ev": [5.24, 7.87],
  "lumo_ha": [-0.227, -0.229],
  "charge": 1,
  "max_force_ev_per_a": 6.49,
  "elements": ["O", "C", "C", "O", "C", "Cd", "H", "H", "H", "H", "H", "H", "H", "F"],
  "coordinates": [[0.63881, 1.81840, -0.48575], [-0.70905, 1.54048, -0.58423], [-1.08463, 0.18621, -0.00801], [-0.15152, -0.80493, -0.47968], [-0.05008, -1.96706, 0.16629], [2.16726, 0.84700, -0.58840], [-1.05694, 1.57282, -1.63543], [-1.31505, 2.28307, -0.02962], [-2.08386, -0.12260, -0.34549], [-1.04821, 0.20832, 1.09126], [0.43998, -2.74562, -0.42663], [-0.85487, -2.23251, 0.86299], [2.24008, -0.30680, 1.65862], [2.86806, -0.27677, 0.80408]],
  "atomic_forces_ev_per_a": [[-2.858, 3.228, 0.451], [-1.230, -0.488, -0.750], [-0.183, -0.462, 0.325], [0.409, 1.177, -0.756], [-0.290, -1.000, 0.503], [1.233, -0.275, -3.108], [0.280, 0.077, 0.318], [0.458, -0.105, -0.200], [0.161, 0.198, 0.224], [0.002, -0.084, -0.174], [-0.123, 0.291, 0.353], [0.374, 0.083, -0.214], [2.292, -0.274, -2.997], [-0.525, -2.366, 6.024]],
  "mulliken_spin": [-0.003, 0.003, 0.012, 0.151, 0.777, 0.012, 0.000, 0.001, -0.006, -0.009, 0.025, 0.019, 0.008, 0.011]
}

---

Entry 2:
{
  "formula": "C27H38N2O10SbZr",
  "method": "the ωB97M-V functional and the def2-TZVPD basis",
  "energy_ha": -2200.9435,
  "homo_lumo_gap_ev": 6.78,
  "lumo_ha": -0.155,
  "relative_energy_kj_mol": 20.8,
  "charge": 1,
  "max_force_ev_per_a": 0.78,
  "elements": ["Zr", "O", "C", "O", "C", "C", "C", "C", "C", "N", "C", "O", "O", "H", "H", "H", "H", "H", "O", "C", "C", "C", "N", "C", "C", "C", "O", "O", "C", "O", "O", "H", "H", "H", "C", "C", "C", "Sb", "C", "C", "C", "C", "C", "C", "H", "H", "H", "H", "H", "H", "H", "H", "H", "H", "H", "H", "H", "H", "H", "H", "H", "H", "H", "H", "H", "C", "C", "C", "C", "O", "H", "H", "H", "H", "H", "H", "H", "H", "H"],
  "coordinates": [[-0.50221, 1.15255, 0.73924], [2.08523, -1.62017, 2.97680], [1.07973, -0.87799, 2.58719], [1.19952, 0.24908, 2.13985], [-0.26926, -1.47376, 2.79392], [-0.51949, -2.59133, 3.56945], [-1.84379, -2.96378, 3.75724], [-2.84603, -2.18549, 3.19995], [-2.48896, -1.08000, 2.44089], [-1.22304, -0.75477, 2.21294], [-3.45222, -0.15925, 1.74451], [-4.70471, -0.09105, 2.16352], [-3.06946, 0.48486, 0.80234], [2.91763, -1.15761, 2.77143], [0.29902, -3.14450, 4.00702], [-2.09039, -3.83955, 4.34117], [-3.88483, -2.45493, 3.33783], [-4.84656, -0.54697, 3.00297], [2.77378, 6.37653, 2.02676], [2.04345, 5.28380, 1.78673], [0.85812, 4.99594, 2.47186], [0.18928, 3.84433, 2.13401], [0.63433, 3.02571, 1.18681], [1.77975, 3.27532, 0.55108], [2.52504, 4.39567, 0.81766], [2.16876, 2.15923, -0.40031], [3.19053, 2.19149, -1.03751], [1.28660, 1.19385, -0.38752], [-1.06252, 3.32303, 2.80991], [-1.64031, 3.94261, 3.65873], [-1.38831, 2.13098, 2.34478], [2.36723, 6.92816, 2.70645], [0.46271, 5.63502, 3.25105], [3.45592, 4.57659, 0.29948], [1.43086, -4.42540, 0.57678], [0.65758, -3.93300, -0.64511], [-0.77229, -4.46380, -0.63534], [0.69047, -1.77003, -0.69250], [-0.27024, -1.35263, -2.59099], [0.19441, -2.25178, -3.72999], [-1.78818, -1.37779, -2.43676], [2.76691, -1.44047, -1.21345], [3.39612, -2.57877, -2.00702], [3.59877, -1.13536, 0.03145], [1.46908, -5.51792, 0.59113], [0.94667, -4.10497, 1.50453], [2.45897, -4.06091, 0.59826], [1.16386, -4.26481, -1.55336], [-1.35284, -4.04121, 0.19138], [-0.77362, -5.55030, -0.51045], [-1.30150, -4.23992, -1.56263], [0.04734, -0.32267, -2.78632], [-0.00638, -3.30580, -3.52505], [1.25823, -2.14307, -3.93615], [-0.34248, -1.99258, -4.64659], [-2.15347, -2.37592, -2.17798], [-2.26208, -1.09759, -3.38289], [-2.13847, -0.67927, -1.67518], [2.72104, -0.53580, -1.82254], [3.47414, -3.49135, -1.41306], [4.41130, -2.29981, -2.30155], [2.84621, -2.82014, -2.91525], [3.66132, -2.01411, 0.68390], [3.18954, -0.29221, 0.58984], [4.62063, -0.87069, -0.25029], [-1.06227, 2.34707, -3.09754], [-1.83259, 2.65302, -1.82282], [-1.54954, 4.07229, -1.33824], [-3.32772, 2.44120, -2.00755], [-1.38902, 1.74394, -0.81132], [-1.30361, 3.08346, -3.86499], [-1.32756, 1.35870, -3.47853], [0.01306, 2.37294, -2.91458], [-1.92043, 4.79987, -2.06024], [-0.47565, 4.23156, -1.21513], [-2.04963, 4.25215, -0.38348], [-3.69959, 3.10654, -2.78834], [-3.86174, 2.65180, -1.08120], [-3.54017, 1.41193, -2.30110]],
  "atomic_forces_ev_per_a": [[-0.256, -0.580, -0.448], [0.010, -0.010, -0.006], [0.083, 0.085, 0.204], [0.065, -0.038, 0.174], [-0.043, 0.000, 0.121], [0.023, 0.018, -0.041], [0.019, 0.033, -0.021], [0.008, -0.025, 0.046], [0.037, 0.005, -0.036], [-0.073, 0.049, 0.189], [-0.037, -0.007, -0.109], [0.006, -0.014, -0.020], [0.098, -0.101, 0.105], [-0.002, -0.043, 0.016], [-0.006, 0.002, 0.014], [0.000, -0.004, 0.000], [0.001, -0.008, 0.002], [0.002, -0.005, -0.002], [-0.007, -0.005, 0.007], [0.017, 0.025, 0.002], [-0.036, 0.009, -0.038], [0.027, 0.015, 0.043], [0.042, -0.052, 0.057], [0.067, -0.022, 0.026], [-0.042, -0.005, -0.044], [0.045, 0.014, -0.005], [-0.014, 0.008, -0.017], [0.018, 0.122, -0.001], [-0.058, -0.031, -0.072], [0.018, -0.004, 0.057], [0.025, 0.101, -0.001], [0.000, 0.000, -0.001], [-0.002, 0.002, 0.000], [0.000, 0.002, -0.004], [0.005, 0.000, -0.047], [-0.090, 0.034, 0.137], [0.009, -0.027, -0.062], [-0.161, 0.142, -0.395], [0.124, -0.011, 0.065], [-0.020, 0.039, -0.020], [-0.029, -0.042, -0.020], [0.017, 0.000, 0.092], [0.007, -0.003, -0.025], [0.020, -0.007, -0.008], [-0.004, -0.002, 0.009], [-0.008, -0.004, -0.008], [0.011, 0.007, -0.004], [0.005, 0.002, -0.001], [-0.002, 0.007, 0.013], [-0.004, -0.004, -0.004], [0.021, -0.016, 0.045], [-0.002, -0.071, 0.006], [-0.008, -0.012, 0.002], [-0.045, 0.023, -0.011], [-0.004, -0.015, -0.015], [0.007, 0.082, -0.037], [-0.012, -0.010, 0.020], [-0.004, 0.023, 0.027], [0.011, -0.005, -0.009], [0.005, -0.017, 0.016], [0.002, -0.005, -0.003], [0.038, -0.013, 0.034], [0.010, 0.016, -0.018], [-0.004, 0.015, -0.008], [-0.002, -0.006, -0.015], [-0.040, -0.018, -0.071], [-0.083, -0.035, -0.035], [0.031, -0.082, 0.024], [-0.019, 0.015, -0.076], [0.154, 0.411, 0.187], [0.016, -0.013, -0.018], [-0.001, 0.043, 0.023], [0.009, 0.028, 0.014], [0.000, -0.001, -0.001], [-0.008, -0.002, -0.010], [0.007, -0.006, -0.015], [-0.034, -0.015, 0.013], [0.006, 0.007, 0.010], [0.038, 0.013, 0.004]],
  "lowdin_charge": [1.804, 0.180, -0.495, -0.010, -0.197, 0.046, 0.012, 0.042, -0.145, 0.091, -0.432, 0.194, 0.076, 0.152, 0.136, 0.130, 0.131, 0.126, 0.119, -0.258, 0.101, -0.152, 0.025, -0.144, 0.112, -0.546, 0.124, -0.272, -0.528, 0.138, -0.188, 0.131, 0.142, 0.147, -0.145, -0.566, -0.146, 1.585, -0.555, -0.127, -0.155, -0.531, -0.130, -0.149, 0.085, 0.053, 0.055, 0.080, 0.064, 0.083, 0.054, 0.065, 0.072, 0.057, 0.084, 0.060, 0.084, 0.039, 0.081, 0.068, 0.088, 0.053, 0.063, 0.042, 0.092, -0.016, -0.655, -0.020, -0.022, -0.377, 0.097, 0.074, 0.088, 0.096, 0.080, 0.091, 0.095, 0.089, 0.082]
}

---

Entry 3:
{
  "formula": "H27O13",
  "method": "the ωB97M-V functional and the def2-TZVPD basis",
  "energy_ha": -993.8928,
  "homo_lumo_gap_ev": 11.00,
  "lumo_ha": -0.109,
  "relative_energy_kj_mol": 566.7,
  "charge": 1,
  "max_force_ev_per_a": 12.20,
  "elements": ["O", "H", "H", "O", "H", "H", "O", "H", "O", "H", "H", "O", "H", "H", "O", "H", "H", "O", "H", "H", "O", "H", "H", "O", "H", "H", "O", "H", "H", "O", "H", "H", "O", "H", "H", "O", "H", "H", "H", "H"],
  "coordinates": [[-0.58146, 2.62877, 0.71720], [-0.72447, -0.53816, 2.45984], [-1.00232, -0.57670, -0.89281], [0.00139, 0.83949, -4.54251], [0.55114, 0.28971, -4.27652], [3.90152, 0.48645, 0.47171], [1.79553, 0.54397, 2.59573], [-2.58030, 1.75356, 3.40596], [3.48817, -0.22357, 1.09560], [1.30621, 2.62274, 0.82376], [4.26445, -0.74895, 1.10986], [1.97186, 1.96792, 0.54109], [-0.95959, 1.95908, 0.16091], [0.51754, -0.06221, -0.98065], [1.17700, -2.73500, -0.16786], [0.20295, -2.59885, -0.39044], [1.73813, -3.34914, -0.78821], [-2.63997, -1.35900, -1.57929], [-2.65988, -1.08564, -2.55928], [-3.41777, -1.20218, -1.06284], [-2.06422, 1.61829, 2.61839], [-1.34693, 2.13375, 2.52401], [1.82814, 1.40753, -0.18218], [-2.88711, -1.14318, 1.59011], [-3.71897, -1.63992, 1.34483], [-2.83640, -0.25230, 1.65621], [3.10813, 1.30744, -1.77915], [2.99223, 0.79039, -2.63694], [3.57741, 2.12303, -2.28652], [-0.64023, -0.02320, 1.50976], [-1.38069, -0.15908, 1.02404], [-1.01698, 3.49443, 0.52856], [-1.76221, -3.87966, -1.21084], [0.76440, 0.54117, 2.41009], [-2.32993, -3.64412, -1.82305], [-0.34871, 0.20748, -1.25962], [1.96823, -0.28457, 2.10866], [-0.54735, 0.91812, -3.72792], [-1.67670, -3.38565, -0.44331], [1.96777, 1.25775, 1.89363]],
  "atomic_forces_ev_per_a": [[0.067, 2.334, 0.550], [-0.678, 1.599, -3.982], [2.168, 2.686, -1.868], [-8.659, 7.823, -2.197], [8.419, -8.201, 3.274], [-1.769, -1.197, 1.366], [-4.043, -0.253, 0.489], [0.124, 0.612, 0.478], [1.440, 2.392, -2.466], [-0.469, -0.626, -1.546], [0.968, -1.673, 0.547], [1.523, 1.758, 3.715], [-0.252, -0.502, -0.748], [0.705, -0.475, 0.257], [0.288, -0.498, -1.021], [2.397, -1.140, -0.456], [-2.627, 1.720, 1.431], [1.509, 0.271, -2.091], [-0.677, -0.375, 2.529], [-0.973, 0.483, -0.405], [-4.842, -3.418, 0.457], [3.636, 3.081, -0.294], [-0.939, -0.515, -1.984], [-0.722, -6.396, -0.894], [1.189, 1.896, 0.654], [-1.548, 4.494, 0.606], [1.639, 1.784, -4.230], [-0.068, 0.297, 1.793], [-1.558, -2.294, 2.363], [5.622, -1.590, 6.000], [-3.218, -0.982, -1.921], [0.334, -1.172, -0.007], [5.191, -4.601, 2.542], [1.393, 0.235, 0.647], [-4.392, 2.569, -3.911], [-3.001, -2.196, 1.059], [1.225, -0.185, -0.192], [0.260, 0.338, -0.952], [-0.708, 1.634, 1.565], [1.045, 0.284, -1.157]],
  "lowdin_charge": [-0.053, 0.188, 0.092, 0.044, -0.124, 0.115, 0.173, 0.072, -0.054, 0.076, 0.050, -0.016, 0.025, 0.001, -0.130, 0.026, 0.112, -0.067, 0.131, 0.037, -0.005, -0.044, -0.003, -0.016, 0.118, -0.047, -0.121, 0.079, 0.148, -0.107, -0.063, 0.113, 0.040, 0.141, -0.054, -0.094, 0.113, 0.052, -0.017, 0.068]
}